C30H18Br4F5N2O3SiV | the ωB97M-V functional and the def2-TZVPD basis

Atoms and positions in Å:
V (11.637, 10.848, 17.878)
Br (17.570, 11.331, 21.301)
C (15.783, 10.928, 20.903)
C (14.843, 10.503, 21.813)
Br (15.357, 10.330, 23.624)
C (13.531, 10.310, 21.465)
Br (12.090, 9.895, 22.644)
C (13.232, 10.435, 20.121)
O (12.060, 10.186, 19.610)
C (14.147, 10.868, 19.140)
O (13.613, 11.058, 17.908)
C (15.425, 11.117, 19.520)
Br (16.672, 11.596, 18.203)
F (8.335, 5.695, 14.609)
C (8.902, 6.682, 15.314)
C (9.875, 6.388, 16.291)
F (10.305, 5.138, 16.520)
C (10.417, 7.404, 17.079)
F (11.236, 7.152, 18.108)
C (9.904, 8.679, 16.904)
O (10.231, 9.671, 17.739)
C (8.987, 8.997, 15.919)
F (8.619, 10.288, 15.794)
C (8.480, 7.994, 15.138)
F (7.621, 8.295, 14.151)
C (13.428, 14.233, 18.941)
Si (11.624, 14.167, 18.582)
C (11.329, 15.088, 17.002)
C (10.763, 14.691, 20.089)
N (11.007, 12.472, 18.231)
C (9.548, 12.478, 18.254)
C (8.902, 12.132, 19.479)
C (7.543, 12.199, 19.510)
C (6.828, 12.606, 18.385)
C (7.457, 12.944, 17.180)
C (8.851, 12.875, 17.121)
H (13.667, 15.244, 19.249)
H (14.068, 13.965, 18.094)
H (13.583, 13.600, 19.821)
H (11.689, 16.119, 17.169)
H (10.292, 15.071, 16.678)
H (11.977, 14.646, 16.212)
H (11.304, 15.502, 20.585)
H (10.762, 13.836, 20.804)
H (9.709, 15.003, 19.935)
H (9.507, 11.737, 20.287)
H (6.997, 11.941, 20.391)
H (5.741, 12.618, 18.440)
H (6.827, 13.164, 16.314)
H (9.386, 13.015, 16.169)
N (11.830, 11.587, 7.991)
C (11.790, 11.617, 9.142)
C (11.872, 11.626, 10.586)
C (12.989, 11.053, 11.181)
C (13.045, 10.928, 12.560)
C (11.938, 11.334, 13.325)
C (10.807, 11.883, 12.713)
C (10.806, 12.077, 11.357)
C (11.924, 11.152, 14.730)
C (11.970, 10.946, 15.932)
H (13.748, 10.643, 10.510)
H (13.925, 10.545, 13.041)
H (9.945, 12.173, 13.299)
H (9.936, 12.462, 10.840)

The total energy is -13518.07941 Eh. The max |F| comes out at 2.28 eV Å⁻¹. As for the charge: 0. Its gap between HOMO and LUMO (alpha / beta) is 6.03 / 6.03 eV. Its spin multiplicity is 1.

Results of the natural (NBO) charge analysis, in e, for atoms 1 through 2: number 1, V, carries 1.4055; number 2, Br, carries 0.1176

C30H18Cl4N7O2ReS2 | the ωB97M-V functional and the def2-TZVPD basis

Atoms and positions in Å:
Re (-0.284, 0.162, -0.151)
C (3.996, 1.447, -5.160)
C (3.502, 1.081, -3.786)
C (3.763, -0.162, -3.216)
C (3.237, -0.517, -1.990)
C (2.452, 0.371, -1.249)
N (1.847, 0.021, -0.041)
C (2.583, -0.592, 0.945)
C (3.995, -0.580, 0.920)
C (4.773, -1.202, 1.870)
C (4.200, -1.841, 2.962)
C (5.024, -2.507, 4.032)
C (2.822, -1.787, 3.059)
C (2.016, -1.195, 2.091)
N (0.618, -1.195, 2.359)
C (-0.034, -2.064, 3.150)
C (-1.312, -1.582, 3.357)
C (-1.367, -0.403, 2.626)
N (-0.198, -0.175, 2.018)
C (2.200, 1.622, -1.829)
C (2.698, 1.960, -3.080)
N (1.387, 2.553, -1.137)
C (1.429, 3.897, -1.217)
C (0.508, 4.399, -0.326)
C (-0.071, 3.278, 0.266)
N (0.461, 2.165, -0.237)
H (4.767, 0.756, -5.498)
H (3.172, 1.410, -5.876)
H (4.400, 2.460, -5.180)
H (4.364, -0.881, -3.761)
H (3.386, -1.512, -1.592)
H (4.484, -0.066, 0.108)
H (5.852, -1.186, 1.763)
H (5.978, -2.848, 3.629)
H (5.232, -1.818, 4.854)
H (4.500, -3.369, 4.446)
H (2.355, -2.208, 3.940)
H (0.423, -2.980, 3.476)
H (-2.095, -2.044, 3.931)
H (-2.187, 0.283, 2.492)
H (2.406, 2.900, -3.532)
H (2.103, 4.400, -1.886)
H (0.268, 5.432, -0.148)
H (-0.835, 3.222, 1.019)
S (-0.393, 0.151, -2.578)
C (-1.309, 1.613, -2.814)
C (-1.144, 2.256, -4.072)
N (-0.966, 2.749, -5.098)
C (-2.180, 2.108, -1.883)
S (-2.504, 1.328, -0.367)
C (-2.906, 3.299, -2.165)
N (-3.479, 4.275, -2.377)
Cl (-0.761, -7.240, -0.103)
C (-0.982, -5.524, -0.129)
C (-2.250, -4.992, 0.092)
Cl (-3.600, -6.038, 0.367)
C (-2.418, -3.605, 0.098)
Cl (-3.973, -2.907, 0.397)
C (-1.348, -2.743, -0.112)
O (-1.485, -1.439, -0.097)
C (-0.028, -3.273, -0.379)
O (0.905, -2.451, -0.602)
C (0.101, -4.682, -0.364)
Cl (1.681, -5.331, -0.645)

As for the energy relative to the best compared isomer or geometry (same formula, charge and spin): 136.3 kJ/mol. The total energy is -4403.32618 Eh. The expectation value of S² is 3.78. The max |F| comes out at 1.34 eV Å⁻¹. As for the charge: -1. Its gap between HOMO and LUMO (alpha / beta) is 6.26 / 5.30 eV. Its spin multiplicity is 4.

Results of the natural (NBO) charge analysis, in e, for atoms 1 through 2: number 1, Re, carries 1.3000; number 2, C, carries -0.6242

C30H19Cl2F3MnN5O2 | the ωB97M-V functional and the def2-TZVPD basis

Atoms and positions in Å:
Mn (-0.015, -0.483, -0.216)
Cl (3.795, -6.321, -1.358)
C (2.519, -5.255, -0.839)
C (2.543, -3.935, -1.262)
C (1.541, -3.041, -0.889)
N (1.471, -1.711, -1.298)
C (2.103, -1.269, -2.383)
O (2.809, -1.879, -3.200)
C (1.883, 0.213, -2.639)
C (2.612, 0.851, -3.636)
C (2.408, 2.202, -3.849)
C (1.486, 2.878, -3.060)
C (0.804, 2.165, -2.091)
N (0.992, 0.863, -1.893)
C (0.484, -3.500, -0.048)
C (0.478, -4.836, 0.353)
C (1.486, -5.706, -0.040)
Cl (1.411, -7.362, 0.494)
N (-0.482, -2.553, 0.309)
C (-1.664, -2.906, 0.809)
O (-2.129, -4.029, 1.051)
C (-2.570, -1.719, 1.094)
C (-3.774, -1.924, 1.760)
C (-4.583, -0.836, 2.022)
C (-4.168, 0.427, 1.618)
C (-2.954, 0.540, 0.966)
N (-2.181, -0.510, 0.702)
H (3.333, -3.599, -1.914)
H (3.316, 0.265, -4.209)
H (2.964, 2.727, -4.616)
H (1.301, 3.936, -3.187)
H (0.092, 2.644, -1.428)
H (-0.325, -5.199, 0.971)
H (-4.030, -2.932, 2.051)
H (-5.525, -0.963, 2.542)
H (-4.768, 1.307, 1.807)
H (-2.567, 1.502, 0.650)
F (1.966, 7.713, 4.622)
C (0.781, 7.085, 4.739)
F (-0.166, 7.972, 4.353)
F (0.577, 6.885, 6.061)
C (0.716, 5.814, 3.957)
C (1.766, 5.414, 3.144)
C (1.672, 4.237, 2.422)
C (0.527, 3.435, 2.495)
C (-0.522, 3.857, 3.326)
C (-0.430, 5.030, 4.046)
C (0.424, 2.226, 1.742)
C (0.344, 1.191, 1.097)
H (2.659, 6.021, 3.076)
H (2.488, 3.919, 1.787)
H (-1.408, 3.240, 3.394)
H (-1.248, 5.342, 4.683)
C (-0.459, -4.021, -3.484)
C (-1.738, -3.180, -3.533)
C (-1.596, -1.928, -2.794)
N (-1.437, -0.948, -2.218)
H (-0.595, -4.924, -4.077)
H (-0.234, -4.312, -2.460)
H (0.404, -3.471, -3.862)
H (-2.578, -3.725, -3.100)
H (-2.008, -2.924, -4.559)

The total energy is -3950.04578 Eh. The expectation value of S² is 8.76. The max |F| comes out at 0.24 eV Å⁻¹. As for the charge: -1. Its gap between HOMO and LUMO (alpha / beta) is 6.96 / 7.08 eV. Its spin multiplicity is 6.

Results of the natural (NBO) charge analysis, in e, for atoms 1 through 2: number 1, Mn, carries 1.4454; number 2, Cl, carries -0.0227

C30H19CrF5N2S4Se | the ωB97M-V functional and the def2-TZVPD basis

Atoms and positions in Å:
Cr (-0.243, 0.355, 0.220)
S (0.095, 0.420, 2.469)
C (1.864, 0.407, 2.455)
C (2.564, 1.014, 3.499)
C (3.951, 1.013, 3.532)
C (4.679, 0.385, 2.530)
C (4.003, -0.231, 1.487)
C (2.616, -0.197, 1.440)
S (1.750, -0.973, 0.093)
C (2.315, 0.104, -1.337)
C (1.184, 0.306, -2.301)
C (1.381, 0.343, -3.672)
C (0.318, 0.647, -4.501)
C (-0.927, 0.889, -3.948)
C (-1.078, 0.779, -2.577)
C (-2.416, 0.942, -1.908)
S (-2.268, 1.621, -0.226)
C (-1.764, 3.276, -0.624)
C (-2.743, 4.176, -1.050)
C (-2.416, 5.484, -1.345)
C (-1.092, 5.894, -1.183)
C (-0.124, 5.009, -0.750)
C (-0.426, 3.662, -0.457)
S (0.830, 2.602, 0.114)
N (-0.044, 0.491, -1.782)
H (1.994, 1.499, 4.282)
H (4.468, 1.505, 4.349)
H (5.762, 0.369, 2.563)
H (4.548, -0.752, 0.708)
H (3.169, -0.356, -1.833)
H (2.602, 1.071, -0.924)
H (2.369, 0.153, -4.072)
H (0.457, 0.697, -5.574)
H (-1.779, 1.144, -4.564)
H (-2.882, -0.035, -1.762)
H (-3.078, 1.569, -2.501)
H (-3.768, 3.832, -1.139)
H (-3.174, 6.179, -1.683)
H (-0.817, 6.922, -1.394)
H (0.901, 5.336, -0.619)
Se (0.951, -3.184, 2.135)
C (1.378, -4.508, 0.857)
C (2.588, -4.501, 0.144)
C (2.867, -5.510, -0.764)
N (2.048, -6.531, -1.039)
C (0.885, -6.527, -0.376)
C (0.510, -5.568, 0.550)
H (3.306, -3.709, 0.318)
H (3.813, -5.509, -1.301)
H (0.211, -7.350, -0.602)
H (-0.450, -5.631, 1.049)
F (-0.119, -2.339, -1.730)
C (-1.138, -2.396, -0.837)
C (-1.383, -1.347, 0.039)
C (-2.469, -1.563, 0.880)
F (-2.843, -0.637, 1.785)
C (-3.242, -2.707, 0.867)
F (-4.288, -2.850, 1.692)
C (-2.940, -3.715, -0.023)
F (-3.685, -4.826, -0.063)
C (-1.877, -3.560, -0.885)
F (-1.591, -4.530, -1.762)

As for the energy relative to the best compared isomer or geometry (same formula, charge and spin): 55.4 kJ/mol. The total energy is -6802.17005 Eh. The expectation value of S² is 0.81. The max |F| comes out at 1.75 eV Å⁻¹. As for the charge: -1. Its gap between HOMO and LUMO (alpha / beta) is 4.64 / 5.13 eV. Its spin multiplicity is 2.

Results of the natural (NBO) charge analysis, in e, for atoms 1 through 2: number 1, Cr, carries 0.4240; number 2, S, carries 0.0575

C30H19F4NO10PS3 | the ωB97M-V functional and the def2-TZVPD basis

Atoms and positions in Å:
O (1.062, 6.120, 2.323)
S (2.103, 7.026, 2.749)
O (1.683, 8.174, 3.509)
N (3.235, 7.307, 1.678)
S (2.928, 8.192, 0.383)
O (1.590, 8.071, -0.124)
O (4.031, 8.018, -0.529)
P (3.190, 10.295, 0.985)
O (3.452, 10.328, 2.566)
O (4.650, 10.620, 0.375)
S (1.779, 11.441, 0.406)
C (3.111, 5.991, 3.952)
F (4.421, 6.001, 3.665)
F (2.960, 6.491, 5.190)
C (2.630, 4.535, 3.920)
F (3.341, 3.801, 4.816)
F (2.899, 4.047, 2.688)
H (4.069, 9.639, 2.862)
H (5.172, 11.083, 1.046)
H (1.564, 4.456, 4.139)
C (-0.277, 1.838, -1.143)
C (0.137, 2.746, -0.174)
C (0.334, 2.326, 1.132)
C (0.115, 0.999, 1.475)
C (-0.318, 0.090, 0.504)
C (-0.506, 0.514, -0.806)
C (-0.598, -1.328, 0.850)
O (-0.978, -2.124, 0.013)
C (-0.408, -1.752, 2.267)
C (-0.699, -3.065, 2.622)
C (-0.518, -3.481, 3.929)
C (-0.040, -2.592, 4.886)
C (0.249, -1.283, 4.538)
C (0.061, -0.858, 3.229)
C (0.358, 0.564, 2.879)
O (0.783, 1.332, 3.713)
H (-0.422, 2.168, -2.163)
H (0.309, 3.783, -0.431)
H (0.665, 3.034, 1.880)
H (-0.830, -0.200, -1.551)
H (-1.061, -3.747, 1.865)
H (-0.746, -4.503, 4.205)
H (0.106, -2.922, 5.906)
H (0.620, -0.580, 5.270)
C (-4.166, -2.676, -3.925)
C (-3.544, -2.582, -2.685)
C (-2.722, -3.601, -2.235)
C (-2.526, -4.728, -3.026)
C (-3.162, -4.830, -4.267)
C (-3.976, -3.798, -4.715)
C (-2.996, -6.037, -5.124)
O (-3.539, -6.126, -6.205)
C (-2.139, -7.144, -4.605)
C (-2.001, -8.301, -5.363)
C (-1.204, -9.335, -4.906)
C (-0.535, -9.217, -3.692)
C (-0.672, -8.069, -2.931)
C (-1.479, -7.031, -3.382)
C (-1.629, -5.811, -2.531)
O (-1.045, -5.717, -1.474)
H (-4.801, -1.873, -4.275)
H (-3.696, -1.707, -2.066)
H (-2.226, -3.523, -1.278)
H (-4.455, -3.886, -5.681)
H (-2.524, -8.376, -6.307)
H (-1.099, -10.237, -5.496)
H (0.092, -10.025, -3.338)
H (-0.161, -7.963, -1.984)

The total energy is -3897.35502 Eh. The max |F| comes out at 0.71 eV Å⁻¹. As for the charge: -1. Its gap between HOMO and LUMO is 6.26 eV. Its spin multiplicity is 1.

Results of the natural (NBO) charge analysis, in e, for atoms 1 through 2: number 1, O, carries -0.9621; number 2, S, carries 2.2462

C30H19F5N3PPdS | the ωB97M-V functional and the def2-TZVPD basis

Atoms and positions in Å:
Pd (0.940, 1.129, 0.286)
F (6.503, 1.904, -2.306)
C (5.674, 2.810, -1.741)
C (5.759, 3.108, -0.396)
F (6.685, 2.480, 0.360)
C (4.903, 4.032, 0.173)
F (5.057, 4.248, 1.494)
C (3.917, 4.727, -0.545)
S (2.853, 5.882, 0.164)
C (3.877, 4.387, -1.909)
F (2.982, 4.976, -2.722)
C (4.717, 3.462, -2.493)
F (4.617, 3.185, -3.810)
N (-0.941, 1.043, 1.151)
P (-1.883, -0.089, 0.754)
C (-1.233, -1.814, 0.722)
C (-0.143, -2.068, 1.552)
C (0.446, -3.323, 1.576)
C (-0.036, -4.336, 0.757)
C (-1.116, -4.090, -0.079)
C (-1.712, -2.834, -0.095)
C (-3.320, -0.232, 1.899)
C (-3.599, 0.899, 2.663)
C (-4.650, 0.895, 3.569)
C (-5.429, -0.244, 3.730)
C (-5.147, -1.382, 2.986)
C (-4.096, -1.374, 2.077)
C (-2.705, -0.009, -0.905)
C (-4.061, -0.221, -1.142)
C (-4.586, -0.105, -2.425)
C (-3.759, 0.226, -3.488)
C (-2.407, 0.453, -3.261)
C (-1.888, 0.341, -1.980)
H (0.258, -1.248, 2.137)
H (1.311, -3.504, 2.202)
H (0.455, -5.301, 0.747)
H (-1.484, -4.871, -0.735)
H (-2.538, -2.642, -0.771)
H (-2.952, 1.760, 2.535)
H (-4.857, 1.780, 4.159)
H (-6.247, -0.250, 4.441)
H (-5.740, -2.279, 3.118)
H (-3.871, -2.271, 1.511)
H (-4.721, -0.471, -0.320)
H (-5.645, -0.269, -2.590)
H (-4.168, 0.321, -4.487)
H (-1.756, 0.731, -4.081)
H (-0.840, 0.551, -1.785)
N (3.533, -4.217, 0.121)
C (3.343, -3.084, 0.020)
C (3.121, -1.674, -0.116)
C (3.840, -0.756, 0.693)
C (3.633, 0.581, 0.492)
N (2.857, 1.108, -0.499)
C (2.074, 0.215, -1.189)
C (2.209, -1.196, -1.020)
H (4.534, -1.104, 1.445)
H (4.152, 1.314, 1.100)
H (1.665, 0.578, -2.128)
H (1.614, -1.871, -1.622)

As for the energy relative to the best compared isomer or geometry (same formula, charge and spin): 8.2 kJ/mol. The total energy is -2685.62349 Eh. The max |F| comes out at 0.18 eV Å⁻¹. As for the charge: -2. Its gap between HOMO and LUMO is 5.46 eV. Its spin multiplicity is 1.

Results of the natural (NBO) charge analysis, in e, for atoms 1 through 2: number 1, Pd, carries 0.3436; number 2, F, carries -0.3206

C30H19N6O4SSn | the ωB97M-V functional and the def2-TZVPD basis

Atoms and positions in Å:
Sn (0.282, 0.477, -0.078)
N (8.114, -0.400, 7.242)
C (7.257, -0.317, 6.479)
C (6.195, -0.217, 5.527)
C (6.306, 0.659, 4.447)
C (5.281, 0.746, 3.523)
C (4.130, -0.024, 3.663)
C (4.025, -0.892, 4.747)
C (5.046, -0.995, 5.672)
C (3.023, 0.080, 2.672)
C (3.251, -0.525, 1.440)
C (4.423, -1.272, 1.103)
C (4.240, -1.739, -0.173)
C (2.970, -1.269, -0.586)
N (2.380, -0.555, 0.362)
C (1.880, 0.758, 3.106)
C (1.719, 1.327, 4.405)
C (0.459, 1.872, 4.439)
C (-0.097, 1.628, 3.163)
N (0.733, 0.977, 2.362)
H (7.197, 1.262, 4.342)
H (5.367, 1.421, 2.680)
H (3.130, -1.491, 4.855)
H (4.965, -1.675, 6.510)
H (5.273, -1.434, 1.748)
H (4.917, -2.346, -0.754)
H (2.472, -1.429, -1.531)
H (2.452, 1.324, 5.197)
H (-0.016, 2.386, 5.260)
H (-1.079, 1.925, 2.833)
S (-2.729, -2.685, 1.862)
C (-1.322, -3.504, 1.335)
C (-0.420, -2.659, 0.770)
C (-0.833, -1.299, 0.739)
C (-2.083, -1.156, 1.296)
C (-2.857, 0.063, 1.452)
C (-4.042, 0.123, 2.204)
C (-4.705, 1.325, 2.332)
C (-4.195, 2.458, 1.705)
C (-3.027, 2.314, 0.977)
N (-2.383, 1.160, 0.850)
H (-1.259, -4.573, 1.471)
H (0.527, -2.990, 0.364)
H (-4.412, -0.773, 2.686)
H (-5.610, 1.389, 2.922)
H (-4.680, 3.420, 1.795)
H (-2.566, 3.161, 0.476)
O (-1.454, -1.809, -5.955)
C (-2.547, -1.205, -5.562)
O (-3.501, -1.020, -6.294)
C (-2.583, -0.747, -4.148)
C (-3.686, -0.175, -3.561)
N (-3.327, 0.149, -2.306)
N (-2.058, -0.161, -2.038)
C (-1.582, -0.706, -3.138)
C (-0.160, -1.197, -3.155)
O (0.182, -1.875, -4.156)
O (0.584, -0.940, -2.178)
H (-0.739, -1.831, -5.206)
H (-4.670, -0.003, -3.963)
H (-3.883, 0.579, -1.588)

As for the energy relative to the best compared isomer or geometry (same formula, charge and spin): 0.0 kJ/mol. The total energy is -2396.75740 Eh. The max |F| comes out at 0.70 eV Å⁻¹. As for the charge: -1. Its gap between HOMO and LUMO is 6.79 eV. Its spin multiplicity is 1.

Results of the natural (NBO) charge analysis, in e, for atoms 1 through 2: number 1, Sn, carries 1.2055; number 2, N, carries -0.3369